[1]
{
  "formula": "C22H14F6O4S2",
  "method": "ωB97M-V with the def2-TZVPD basis set",
  "elements": ["F", "C", "F", "F", "C", "C", "C", "C", "C", "C", "C", "C", "C", "C", "F", "F", "F", "C", "C", "C", "C", "H", "H", "H", "H", "H", "H", "H", "H", "H", "C", "C", "C", "C", "C", "C", "S", "O", "O", "C", "S", "O", "O", "H", "H", "H", "H", "H"],
  "coordinates": [[-5.4134, 2.9551, -1.6130], [-5.3423, 1.7813, -2.2691], [-6.1693, 0.8800, -1.7063], [-5.6624, 1.9585, -3.5651], [-3.9190, 1.2640, -2.2023], [-3.6684, -0.0934, -2.1435], [-2.3811, -0.5650, -2.1533], [-1.2808, 0.3146, -2.2431], [0.0187, -0.2499, -2.2286], [1.3159, 0.3167, -2.1858], [1.6063, 1.6959, -2.1310], [2.8994, 2.1502, -2.1880], [3.9574, 1.2620, -2.2239], [5.3805, 1.7763, -2.2921], [6.2019, 0.8695, -1.7311], [5.7055, 1.9591, -3.5850], [5.4546, 2.9450, -1.6284], [3.7049, -0.0958, -2.2010], [2.4182, -0.5661, -2.1879], [-1.5696, 1.6895, -2.3515], [-2.8618, 2.1473, -2.3047], [-4.5079, -0.7656, -2.0983], [-2.2013, -1.6246, -2.0976], [0.0207, -1.3247, -2.2522], [0.8268, 2.4113, -1.9591], [3.1202, 3.2056, -2.1959], [4.5445, -0.7696, -2.1883], [2.2374, -1.6274, -2.1646], [-0.7914, 2.3962, -2.5566], [-3.0814, 3.2016, -2.3570], [0.6372, -2.2155, 6.0566], [1.3416, -1.9397, 4.9030], [0.6542, -1.6746, 3.7423], [-0.7169, -1.6832, 3.7276], [-1.4256, -1.9577, 4.8732], [-0.7428, -2.2245, 6.0417], [-1.5177, -1.3157, 2.1638], [-2.0864, -2.5820, 1.5889], [-2.2832, -0.0330, 2.3221], [-0.0092, -0.9311, 1.2988], [1.4848, -1.2963, 2.1965], [2.2320, -0.0049, 2.3701], [2.0782, -2.5575, 1.6360], [1.1655, -2.4270, 6.9718], [2.4207, -1.9272, 4.8985], [-2.5042, -1.9576, 4.8461], [-1.2878, -2.4433, 6.9453], [-0.0031, -0.3270, 0.4220]],
  "atomic_forces_ev_per_a": [[-0.7, -0.4, -0.4], [1.4, -0.6, 0.4], [-0.2, 0.8, -0.4], [-0.5, 0.2, 0.5], [0.0, -0.1, 0.0], [-0.5, -0.2, 0.0], [0.3, 0.0, 0.0], [-0.3, 0.3, -0.1], [0.0, -0.2, 0.4], [0.3, 0.3, 0.1], [-0.1, 0.0, 0.2], [0.1, 0.4, -0.1], [-0.1, -0.1, 0.0], [-1.4, -0.6, 0.4], [0.3, 0.8, -0.4], [0.5, 0.2, 0.5], [0.7, -0.3, -0.4], [0.5, -0.2, 0.0], [-0.4, 0.0, -0.1], [0.0, 0.0, -0.1], [-0.1, 0.4, 0.0], [0.0, -0.3, 0.1], [0.0, -0.2, 0.1], [0.0, -0.4, 0.0], [0.0, 0.1, -0.1], [-0.2, 0.2, 0.1], [0.0, -0.3, 0.0], [0.0, -0.2, 0.0], [0.0, 0.1, 0.1], [0.1, 0.2, -0.1], [0.2, 0.0, 0.2], [0.5, 0.0, 0.0], [0.6, 0.0, -0.5], [-0.6, 0.0, -0.6], [-0.5, 0.0, 0.0], [-0.2, 0.0, 0.2], [1.1, 0.7, -1.9], [0.2, 2.8, 1.5], [0.6, -3.0, -0.4], [0.0, -0.9, 1.6], [-1.1, 0.6, -2.0], [-0.5, -3.1, -0.4], [-0.2, 2.8, 1.5], [0.1, 0.0, 0.1], [0.1, 0.0, 0.0], [-0.1, 0.0, 0.0], [-0.1, 0.0, 0.1], [0.0, 0.5, -0.1]],
  "mulliken_charge": [-0.25, 0.90, -0.25, -0.23, 0.37, -0.88, -0.66, 1.28, -0.48, 1.38, -0.24, -1.32, 0.35, 0.91, -0.25, -0.23, -0.25, -0.83, -0.68, -0.42, -1.14, 0.46, 0.41, 0.27, 0.26, 0.45, 0.46, 0.41, 0.35, 0.46, -0.58, -0.65, 0.35, 0.37, -0.66, -0.58, 1.11, -0.63, -0.63, -0.76, 1.10, -0.63, -0.63, 0.39, 0.41, 0.42, 0.39, 0.59],
  "fmax_ev_per_a": 3.2,
  "charge": 0,
  "orbital_gap_ha": 0.125,
  "homo_ha": -0.2552,
  "e_tot_ev": -69201.4750
}

***

[2]
{
  "formula": "C22H14IIrN3O4S",
  "method": "ωB97M-V with the def2-TZVPD basis set",
  "elements": ["Ir", "O", "C", "C", "C", "C", "C", "C", "C", "N", "N", "C", "O", "C", "C", "C", "C", "C", "C", "H", "H", "H", "H", "H", "H", "H", "H", "H", "H", "S", "C", "N", "I", "C", "C", "C", "C", "C", "C", "C", "O", "O", "H", "H", "H", "H"],
  "coordinates": [[-0.4022, 0.4784, -0.9647], [-0.1665, 1.1683, -2.7465], [-0.4520, 2.4589, -3.0422], [-0.8928, 2.7355, -4.3271], [-1.1652, 4.0442, -4.7012], [-0.9767, 5.0890, -3.8074], [-0.5113, 4.8152, -2.5327], [-0.2523, 3.5075, -2.1260], [0.2908, 3.2993, -0.7957], [0.4416, 2.1490, -0.2561], [1.0724, 2.0352, 0.9644], [0.8864, 0.8570, 1.4711], [0.2550, -0.1035, 0.8450], [1.4343, 0.5370, 2.8063], [2.2114, 1.4693, 3.4914], [2.7203, 1.1583, 4.7398], [2.4555, -0.0804, 5.3117], [1.6815, -1.0077, 4.6305], [1.1718, -0.7030, 3.3779], [-1.0321, 1.9117, -5.0137], [-1.5283, 4.2448, -5.7006], [-1.1865, 6.1080, -4.1011], [-0.3492, 5.6231, -1.8292], [0.6502, 4.1528, -0.2304], [2.4079, 2.4293, 3.0353], [3.3249, 1.8824, 5.2702], [2.8537, -0.3211, 6.2890], [1.4736, -1.9724, 5.0746], [0.5681, -1.4194, 2.8377], [-4.7445, 1.4829, -1.2702], [-3.1922, 1.4890, -0.9527], [-2.0313, 1.5809, -0.7169], [-0.4233, -8.1550, 0.6589], [-0.4696, -6.1384, 0.1105], [-1.6693, -5.4431, 0.1694], [-1.6895, -4.1050, -0.1870], [-0.5225, -3.4774, -0.6088], [0.6735, -4.1833, -0.6672], [0.7020, -5.5187, -0.3031], [-0.5514, -2.0474, -0.9696], [-1.5279, -1.2794, -0.6939], [0.4475, -1.5222, -1.5534], [-2.5750, -5.9375, 0.4913], [-2.6109, -3.5394, -0.1402], [1.5713, -3.6785, -0.9963], [1.6289, -6.0739, -0.3413]],
  "atomic_forces_ev_per_a": [[-0.9, -0.2, 0.6], [-0.6, 0.1, -0.2], [0.3, -0.4, 0.3], [-0.1, 0.3, -0.2], [0.0, -0.3, 0.0], [0.1, 0.1, 0.3], [-0.1, 0.2, -0.2], [0.1, -0.1, 0.2], [0.2, 0.1, -0.2], [0.5, -0.3, -0.6], [-0.1, 0.3, 0.1], [0.0, -0.3, -0.1], [-0.3, 0.2, 0.3], [0.0, 0.1, 0.0], [0.0, 0.0, 0.0], [0.0, 0.0, 0.0], [0.0, 0.0, 0.0], [0.0, 0.0, 0.0], [0.0, 0.0, 0.0], [0.0, 0.0, 0.0], [0.0, 0.0, 0.0], [0.0, 0.0, 0.0], [0.0, 0.0, 0.0], [0.0, 0.0, 0.0], [0.0, 0.0, 0.0], [0.0, 0.0, 0.0], [0.0, 0.0, 0.0], [0.0, 0.0, 0.0], [0.0, 0.0, 0.0], [0.0, 0.0, 0.0], [0.1, 0.0, -0.1], [0.2, -0.2, 0.3], [0.0, 0.1, 0.0], [0.0, -0.1, 0.0], [0.0, 0.0, 0.0], [0.0, 0.0, 0.0], [-0.4, 0.1, 0.1], [0.0, 0.0, -0.1], [0.0, 0.0, 0.0], [1.0, 0.0, -0.7], [-0.1, 0.2, -0.4], [0.1, 0.3, 0.6], [0.0, 0.0, 0.0], [0.0, 0.0, 0.0], [0.0, 0.0, 0.0], [0.0, 0.0, 0.0]],
  "lowdin_spin": [0.61, 0.20, 0.01, 0.02, 0.00, 0.01, 0.00, 0.01, 0.00, 0.02, 0.00, 0.00, 0.04, 0.00, 0.00, 0.00, 0.00, 0.00, 0.00, 0.00, 0.00, 0.00, 0.00, 0.00, 0.00, 0.00, 0.00, 0.00, 0.00, 0.02, 0.01, 0.01, 0.00, 0.00, 0.00, 0.00, 0.00, 0.00, 0.00, 0.01, 0.02, 0.01, 0.00, 0.00, 0.00, 0.00],
  "de_lowest_kj_mol": 127.2,
  "fmax_ev_per_a": 1.2,
  "spin_multiplicity": 2,
  "charge": 0,
  "orbital_gap_ha": [0.285, 0.232],
  "homo_ha": [-0.3132, -0.3127],
  "e_tot_ev": -57475.4917
}

***

[3]
{
  "formula": "C22H14N2O5SeY",
  "method": "ωB97M-V with the def2-TZVPD basis set",
  "elements": ["Y", "O", "C", "C", "C", "N", "C", "C", "C", "O", "O", "C", "O", "O", "H", "H", "H", "Se", "C", "N", "C", "C", "C", "C", "C", "C", "C", "C", "C", "C", "C", "C", "C", "C", "H", "H", "H", "H", "H", "H", "H", "H", "H", "H", "H"],
  "coordinates": [[-3.4216, -7.0078, 15.4209], [-0.1577, -6.1229, 10.1180], [-0.7133, -6.0695, 11.3297], [-0.0886, -6.5216, 12.4875], [-0.8663, -6.6482, 13.6108], [-2.1405, -6.2735, 13.6309], [-2.7248, -5.7821, 12.5017], [-2.0350, -5.6219, 11.3429], [-4.1706, -5.4731, 12.7419], [-4.7544, -4.9281, 11.8022], [-4.6886, -5.8313, 13.8759], [-0.3383, -7.1374, 14.9724], [0.8694, -7.2615, 15.0695], [-1.2498, -7.3890, 15.8368], [0.6921, -6.6035, 10.1153], [0.9889, -6.8940, 12.5235], [-2.5609, -5.2034, 10.4369], [-3.8465, -5.4121, 17.9695], [-5.1435, -6.6005, 17.4686], [-5.7310, -7.4567, 16.9960], [-4.4775, -14.3976, 14.9201], [-4.2007, -13.5716, 13.8275], [-4.0406, -12.2226, 13.9858], [-4.1585, -11.6110, 15.2684], [-4.5018, -12.4174, 16.3092], [-4.6509, -13.8369, 16.1755], [-3.8902, -10.1774, 15.5311], [-3.3332, -9.2887, 14.6695], [-2.5462, -9.5610, 13.4616], [-1.2273, -10.1489, 13.4740], [-0.4783, -10.1491, 12.3331], [-0.9710, -9.6375, 11.1107], [-2.2246, -9.0652, 11.0751], [-3.0527, -9.1007, 12.2140], [-4.5806, -15.4487, 14.7935], [-4.1092, -14.0512, 12.8673], [-3.8490, -11.5681, 13.1719], [-4.6113, -11.9579, 17.2583], [-4.9450, -14.3869, 17.0104], [-4.2428, -9.7081, 16.4773], [-0.8126, -10.5995, 14.3123], [0.5371, -10.5744, 12.3865], [-0.3667, -9.6907, 10.2133], [-2.6088, -8.5595, 10.2002], [-4.0022, -8.6512, 12.1704]],
  "atomic_forces_ev_per_a": [[-0.4, 0.1, 0.0], [1.2, -0.1, -0.9], [-0.3, -0.4, 0.2], [1.6, -0.8, -0.4], [-0.2, 0.5, 0.8], [0.1, 0.1, -1.2], [0.6, -0.4, 2.4], [-0.7, 0.6, -1.1], [-1.6, 0.6, -1.1], [0.1, -0.2, 0.7], [1.1, -0.3, -0.1], [0.4, -0.3, -0.7], [0.1, -0.1, 0.3], [-0.2, 0.5, 0.0], [-0.6, 0.3, 0.3], [-1.6, 0.6, -0.1], [0.8, -0.7, 1.1], [-0.2, -0.1, -0.1], [1.9, 2.1, 1.3], [-1.6, -2.1, -1.3], [-0.1, 0.7, 0.7], [0.0, -0.5, 0.2], [-0.2, 0.8, 1.1], [0.6, 0.0, -0.7], [-0.2, -2.3, 0.3], [0.4, 2.5, -1.6], [0.0, 1.2, -1.0], [0.2, -0.5, 0.8], [-0.1, -0.4, -0.9], [-2.1, 1.3, -1.2], [0.5, -0.2, -1.2], [0.6, -0.1, 0.5], [-0.8, -0.3, 0.8], [2.5, -0.3, 0.4], [-0.1, -0.7, -0.2], [0.1, 0.2, -0.3], [0.2, 0.1, -0.7], [-0.2, 0.2, 0.9], [-0.3, -1.0, 1.2], [-0.2, -1.0, -0.5], [0.4, -0.4, 1.8], [-0.5, 0.2, -0.2], [0.1, 0.1, 0.0], [0.1, -0.2, -0.3], [-1.1, 0.5, 0.0]],
  "mulliken_charge": [1.23, -0.56, 1.05, -0.34, 0.18, -0.47, -0.05, -0.29, 0.58, -0.72, -0.75, 0.47, -0.72, -0.72, 0.35, 0.28, 0.47, -0.35, 0.37, -0.55, -0.33, -0.76, -0.15, 0.44, -0.35, -0.77, -1.10, -0.68, 1.03, -0.52, -0.48, -0.58, -0.68, -0.22, 0.39, 0.38, 0.55, 0.43, 0.44, 0.09, 0.61, 0.34, 0.44, 0.42, 0.59],
  "de_lowest_kj_mol": 16.1,
  "fmax_ev_per_a": 3.1,
  "charge": -1,
  "orbital_gap_ha": 0.270,
  "homo_ha": -0.1831,
  "e_tot_ev": -102654.3742
}